Record 1
Below is an isolated molecule of C5H7NO, with properties calculated with the ωB97M-V functional and the def2-TZVPD basis.

```
14
Properties=species:S:1:pos:R:3:nbo_charge:R:1
C -0.1939 0.8578 2.2350 -0.651
C -0.3085 0.3132 0.8551 0.313
C 0.5053 0.5070 -0.2090 -0.359
C 0.0667 -0.3817 -1.2419 0.089
N 0.7018 -0.4483 -2.4906 -0.805
C -1.0127 -1.0319 -0.7296 -0.015
O -1.2512 -0.6091 0.5593 -0.413
H -1.0810 1.3985 2.5782 0.225
H 0.6583 1.5441 2.2407 0.225
H 0.0124 0.0555 2.9514 0.225
H 1.3403 1.1913 -0.2613 0.220
H 1.6977 -0.2958 -2.3836 0.371
H 0.5447 -1.3066 -3.0018 0.374
H -1.6800 -1.7941 -1.1019 0.200
```

Energy relative to the best compared isomer or geometry (same formula, charge and spin), kJ/mol: 72.6
Charge: 0
SMILES string: Cc1cc(N)co1
2S+1: 1
E_tot, Ha: -324.69683
HOMO energy, hartree: -0.28963

---

Record 2
Below is a structure of composition C20H12Br4CrN3O4 in a non-equilibrium geometry, with properties calculated with the ωB97M-V functional and the def2-TZVPD basis.

```
44
Properties=species:S:1:pos:R:3:nbo_charge:R:1
Cr -0.0497 0.7601 0.4423 1.464
Br -6.7870 -0.4456 -0.8276 0.057
C -5.1837 0.1661 -0.0440 -0.175
C -5.2217 1.1137 0.9642 -0.161
Br -6.8801 1.7786 1.5702 0.056
C -4.0320 1.5874 1.5226 -0.186
Br -4.0690 2.8792 2.9128 0.044
C -2.7946 1.1371 1.0737 0.251
O -1.6422 1.5354 1.5094 -0.738
C -2.7594 0.1428 0.0355 0.330
O -1.5889 -0.2377 -0.3416 -0.739
C -3.9614 -0.3245 -0.4941 -0.198
Br -3.8752 -1.6060 -1.8866 0.046
N 0.7848 0.7311 2.9775 -0.848
C 1.4131 2.0185 3.2249 -0.340
C 1.3562 2.9203 1.9498 0.804
O 1.7015 4.0839 2.0383 -0.661
O 0.9831 2.3217 0.8967 -0.751
H -0.0827 0.6337 3.4886 0.388
H 1.4003 -0.0459 3.1788 0.374
H 2.4716 1.9010 3.4782 0.202
H 0.9272 2.5742 4.0336 0.209
C 1.2835 -3.3103 1.2428 -0.243
C 0.7011 -2.0619 1.3961 -0.018
N 0.8260 -1.0867 0.4675 -0.549
C 1.4821 -1.3953 -0.6607 0.191
C 2.1146 -2.6387 -0.9142 -0.061
C 2.0213 -3.6161 0.1191 -0.290
C 2.7635 -2.8177 -2.1399 -0.205
C 2.7951 -1.8148 -3.1065 -0.239
C 2.1840 -0.5812 -2.8854 -0.105
C 2.1516 0.5082 -3.8029 -0.098
C 1.4946 1.6580 -3.4433 -0.286
C 0.8828 1.7646 -2.1921 0.077
N 0.8980 0.7628 -1.3101 -0.445
C 1.5224 -0.3719 -1.6445 0.187
H 1.1603 -4.0372 2.0324 0.209
H 0.1064 -1.8329 2.2676 0.193
H 2.5039 -4.5749 0.0075 0.199
H 3.2383 -3.7686 -2.3364 0.203
H 3.2881 -1.9910 -4.0521 0.202
H 2.6333 0.4088 -4.7648 0.210
H 1.4513 2.5024 -4.1135 0.220
H 0.3876 2.6692 -1.8700 0.221
```

Charge: -1
2S+1: 5
E_tot, Ha: -12575.29766
⟨S²⟩: 6.050
HOMO energy (alpha / beta), hartree: -0.10124 / -0.16870

---

Record 3
Below is a structure of composition C7H8CdN2O5 in a non-equilibrium geometry, with properties calculated with the ωB97M-V functional and the def2-TZVPD basis.

```
23
Properties=species:S:1:pos:R:3:nbo_charge:R:1
Cd 0.2247 -0.0429 -0.1729 1.521
O -2.2596 -0.9782 -2.1028 -0.294
C -1.4274 -0.6417 -1.3928 0.391
C 1.2262 0.6789 1.5504 0.387
O 1.8493 1.0588 2.4321 -0.285
C -0.1852 1.9577 -0.7118 0.394
O -0.3212 3.0357 -1.0756 -0.287
C 0.1931 -1.9582 0.7049 0.392
O 0.2659 -3.0257 1.1147 -0.285
C 3.6511 -0.9698 -3.4934 -0.413
H 3.4196 -2.0461 -3.6450 0.208
H 3.2503 -0.2930 -4.2789 0.208
C 4.4842 -0.5566 -2.5736 -0.404
H 4.8400 0.4954 -2.5225 0.209
H 5.0093 -1.2577 -1.8887 0.209
N -3.0529 1.7752 2.2600 -0.757
C -2.7200 0.5103 2.0276 0.808
N -3.3227 -0.5796 2.4911 -0.757
O -1.6976 0.3193 1.2707 -0.916
H -3.8156 1.9271 2.8280 0.413
H -2.5343 2.5090 1.8624 0.423
H -2.9901 -1.4732 2.2547 0.423
H -4.0872 -0.4447 3.0612 0.413
```

Energy relative to the best compared isomer or geometry (same formula, charge and spin), kJ/mol: 179.9
Charge: +2
2S+1: 1
E_tot, Ha: -924.26838
HOMO energy, hartree: -0.56638

---

Please write out number 3 again, unchanged.
Below is a structure of composition C7H8CdN2O5 in a non-equilibrium geometry, with properties calculated with the ωB97M-V functional and the def2-TZVPD basis.

```
23
Properties=species:S:1:pos:R:3:nbo_charge:R:1
Cd 0.2247 -0.0429 -0.1729 1.521
O -2.2596 -0.9782 -2.1028 -0.294
C -1.4274 -0.6417 -1.3928 0.391
C 1.2262 0.6789 1.5504 0.387
O 1.8493 1.0588 2.4321 -0.285
C -0.1852 1.9577 -0.7118 0.394
O -0.3212 3.0357 -1.0756 -0.287
C 0.1931 -1.9582 0.7049 0.392
O 0.2659 -3.0257 1.1147 -0.285
C 3.6511 -0.9698 -3.4934 -0.413
H 3.4196 -2.0461 -3.6450 0.208
H 3.2503 -0.2930 -4.2789 0.208
C 4.4842 -0.5566 -2.5736 -0.404
H 4.8400 0.4954 -2.5225 0.209
H 5.0093 -1.2577 -1.8887 0.209
N -3.0529 1.7752 2.2600 -0.757
C -2.7200 0.5103 2.0276 0.808
N -3.3227 -0.5796 2.4911 -0.757
O -1.6976 0.3193 1.2707 -0.916
H -3.8156 1.9271 2.8280 0.413
H -2.5343 2.5090 1.8624 0.423
H -2.9901 -1.4732 2.2547 0.423
H -4.0872 -0.4447 3.0612 0.413
```

Energy relative to the best compared isomer or geometry (same formula, charge and spin), kJ/mol: 179.9
Charge: +2
2S+1: 1
E_tot, Ha: -924.26838
HOMO energy, hartree: -0.56638